*i*
C5H10O2 | ωB97M-V/def2-TZVPD

Last column: Mulliken charge in e.
Cartesian coordinates (Å):
O1 -1.16507 -0.32012 -0.17040  -0.56
O2 -1.27691 0.89965 2.70858  -0.61
C1 0.11836 -0.31334 -0.68157  0.33
C2 0.75543 -1.64522 -0.73748  -0.64
C3 0.67582 0.81989 -1.08928  0.01
C4 -0.04046 2.13435 -1.03048  -1.10
C5 1.54941 -2.18642 0.16522  -0.47
H1 0.57086 2.82599 -0.45796  0.29
H2 1.70908 0.88708 -1.40035  0.36
H3 -1.20859 -1.05481 0.44294  0.36
H4 -1.69907 1.75648 2.58704  0.31
H5 -1.78797 0.33098 2.12580  0.30
H6 1.92587 -3.18716 0.26183  0.31
H7 0.38273 -2.24144 -1.57556  0.29
H8 1.88544 -1.59649 1.02377  0.25
H9 -0.09700 2.62748 -2.00218  0.33
H10 -1.03976 2.09474 -0.61097  0.27

Values from the calculation:
**HOMO level**: -8.7 eV
**E_LUMO**: 0.7 eV
**Molar mass**: 102.1 g mol⁻¹
**SMILES**: C=C/C(O)=C/C.O

***

*ii*
C5H10O2 | ωB97M-V/def2-TZVPD

Last column: Mulliken charge in e.
Cartesian coordinates (Å):
O1 0.11357 -0.13555 -0.44197  -0.44
O2 -2.80514 -1.23837 -1.28502  -0.47
C1 -2.12292 -0.25332 -1.15375  -0.23
C2 -1.22966 1.52178 0.46954  -1.02
C3 -1.28059 0.05589 0.07232  0.46
C4 2.50089 -0.55237 -0.04641  -1.17
C5 1.05059 -0.87939 0.33321  -0.26
H1 2.69480 -0.73252 -1.10833  0.30
H2 2.77385 0.48491 0.17867  0.31
H3 -0.15299 1.51929 0.21230  0.29
H4 0.91522 -0.68989 1.40981  0.30
H5 -2.02158 0.49948 -1.96575  0.29
H6 0.85925 -1.93858 0.14247  0.34
H7 -1.77534 2.21628 -0.18353  0.30
H8 3.18103 -1.19992 0.52660  0.36
H9 -1.41392 1.75804 1.52218  0.25
H10 -1.52654 -0.63777 0.88550  0.39

Values from the calculation:
**HOMO level**: -9.7 eV
**E_LUMO**: 1.0 eV
**Molar mass**: 102.1 g mol⁻¹
**SMILES**: CCO[C@@H](C)C=O

***

*iii*
C5H10O2 | ωB97M-V/def2-TZVPD

Last column: Mulliken charge in e.
Cartesian coordinates (Å):
O1 0.08869 -2.33488 -1.03030  -0.42
O2 0.42081 0.72613 2.03104  -0.48
C1 -0.29578 -1.15121 -1.73285  -0.53
C2 -0.47576 -0.34298 -0.41887  0.22
C3 0.18041 1.69662 1.02390  -0.48
C4 0.05864 -1.64552 0.22816  -0.45
C5 0.32856 0.98340 -0.31059  -0.84
H1 0.88423 2.55656 1.16820  0.29
H2 -0.81958 2.15818 1.11378  0.35
H3 1.38473 0.72083 -0.46040  0.35
H4 -0.60528 -2.15692 0.93795  0.24
H5 0.00823 1.02348 2.84138  0.28
H6 -1.54035 -0.19666 -0.19542  0.37
H7 -1.19287 -1.32438 -2.34389  0.26
H8 0.00890 1.63844 -1.13090  0.32
H9 1.05708 -1.56073 0.66921  0.26
H10 0.50935 -0.79036 -2.39041  0.27

Values from the calculation:
**HOMO level**: -9.4 eV
**E_LUMO**: 0.8 eV
**Molar mass**: 102.1 g mol⁻¹
**SMILES**: OCCC1COC1

***

*iv*
C5H10O2 | ωB97M-V/def2-TZVPD

Last column: Mulliken charge in e.
Cartesian coordinates (Å):
O1 -1.97251 -0.09159 0.60882  -0.50
O2 0.65616 -2.13548 -0.62510  -0.47
C1 0.18542 -0.94607 -1.30033  -0.36
C2 1.53964 -1.09468 0.23793  -0.62
C3 0.79153 0.07853 -0.37027  0.44
C4 0.10651 0.91146 0.69261  -0.96
C5 -1.36253 1.18792 0.68386  -0.68
H1 0.55655 1.90607 0.69021  0.35
H2 2.46171 -1.27721 -0.29436  0.27
H3 -0.87376 -1.12629 -1.24915  0.13
H4 -2.57933 0.07890 -0.13807  0.33
H5 -1.70378 1.67324 1.60898  0.32
H6 0.24997 0.53192 1.70465  0.38
H7 -1.51217 1.83027 -0.20470  0.34
H8 1.71438 -1.13088 1.33256  0.34
H9 1.41356 0.72699 -0.99529  0.45
H10 0.32863 -1.12309 -2.38234  0.23

Values from the calculation:
**HOMO level**: -9.0 eV
**E_LUMO**: 0.8 eV
**Molar mass**: 102.1 g mol⁻¹
**SMILES**: OCCC1COC1

***

Preferred: *iii*; penalty for the next structure: 5.1 kJ/mol.

***

*i*
C5H10O2 | ωB97M-V/def2-TZVPD

Last column: Mulliken charge in e.
Cartesian coordinates (Å):
O1 0.55066 0.73359 -0.59969  -0.33
O2 -0.96424 -1.80373 0.53569  -0.45
C1 1.54857 1.41331 0.06583  -0.71
C2 0.45019 -1.57225 0.55799  -0.45
C3 -1.14302 -0.80403 -0.49845  0.22
C4 -1.66467 0.66638 0.10286  -1.07
C5 0.36513 -0.64201 -0.67203  -0.11
H1 0.76747 -1.10228 1.49642  0.25
H2 -1.03358 1.56508 0.34861  0.20
H3 0.87087 -0.99644 -1.57504  0.41
H4 -1.70500 -1.30476 -1.32683  0.32
H5 -2.07391 0.38038 1.06346  0.35
H6 1.93124 0.88989 0.94908  0.31
H7 1.12073 2.37659 0.39160  0.25
H8 -2.39123 1.08988 -0.58591  0.32
H9 1.02328 -2.49485 0.39550  0.27
H10 2.34750 1.60525 -0.64909  0.25

Values from the calculation:
**HOMO level**: -9.5 eV
**E_LUMO**: 1.0 eV
**Molar mass**: 102.1 g mol⁻¹
**SMILES**: CO[C@H]1CO[C@H]1C

***

*ii*
C5H10O2 | ωB97M-V/def2-TZVPD

Last column: Mulliken charge in e.
Cartesian coordinates (Å):
O1 -0.37670 0.07760 -0.34696  -0.36
O2 2.52624 -1.66500 0.70276  -0.48
C1 1.74963 -0.92613 0.14846  -0.07
C2 -0.36376 1.34499 0.28236  -0.20
C3 -0.85426 2.37619 -0.71331  -1.24
C4 -0.34169 -2.28165 0.01294  -1.44
C5 0.24697 -0.93407 0.40829  0.48
H1 -0.15918 2.46152 -1.55313  0.30
H2 0.17699 -3.08346 0.54557  0.41
H3 -1.40566 -2.30870 0.26162  0.34
H4 0.09253 -0.77304 1.48737  0.26
H5 -0.94563 3.35804 -0.23925  0.39
H6 -1.01164 1.31971 1.17318  0.31
H7 2.07877 -0.20100 -0.62932  0.35
H8 -0.23268 -2.44042 -1.06438  0.35
H9 0.65296 1.59188 0.62869  0.33
H10 -1.83288 2.08355 -1.10488  0.30

Values from the calculation:
**HOMO level**: -9.6 eV
**E_LUMO**: 0.9 eV
**Molar mass**: 102.1 g mol⁻¹
**SMILES**: CCO[C@@H](C)C=O

***

*iii*
C5H10O2 | ωB97M-V/def2-TZVPD

Last column: Mulliken charge in e.
Cartesian coordinates (Å):
O1 -1.99999 -1.42307 -0.49513  -0.47
O2 0.29352 0.67553 1.77920  -0.47
C1 0.48491 2.01626 -1.04598  -1.27
C2 -0.42892 0.79464 -1.02735  -0.56
C3 0.19216 -0.43130 -0.36176  0.46
C4 -0.83092 -1.55963 -0.23640  -0.34
C5 0.74724 -0.15639 1.03286  -0.36
H1 1.60620 -0.78715 1.34510  0.47
H2 0.02636 2.82314 -1.62502  0.37
H3 1.02734 -0.83549 -0.95572  0.38
H4 -0.70159 0.51042 -2.04998  0.42
H5 -0.43934 -2.53757 0.11312  0.43
H6 -0.31540 -1.79361 2.89421  -0.07
H7 -1.36836 1.02378 -0.51716  0.29
H8 0.65999 2.38864 -0.03345  0.32
H9 1.45771 1.79206 -1.50014  0.30
H10 -0.41091 -2.50026 2.68359  0.09

Values from the calculation:
**HOMO level**: -10.0 eV
**E_LUMO**: 0.4 eV
**Molar mass**: 102.1 g mol⁻¹
**SMILES**: CCC(C=O)C=O.[H][H]

***

Preferred: *ii*; penalty for the next structure: 93.3 kJ/mol.

***

*i*
C5H10O2 | ωB97M-V/def2-TZVPD

Last column: Mulliken charge in e.
Cartesian coordinates (Å):
O1 -0.52934 0.43812 1.07823  -0.25
O2 0.41871 -1.36331 -0.65699  -0.64
C1 -1.38186 -0.15005 0.37363  0.30
C2 -2.20940 0.64023 -0.57886  -1.02
C3 1.31776 -0.61074 0.18177  0.27
C4 1.67656 0.64716 -0.62015  -1.20
C5 0.59587 -0.50083 1.52245  -0.75
H1 1.13895 0.12297 2.24359  0.24
H2 -1.59709 1.32508 -1.17524  0.27
H3 2.59747 1.09540 -0.23503  0.35
H4 2.23495 -1.19665 0.34671  0.37
H5 0.09938 -2.01349 -0.00311  0.43
H6 0.89010 1.40749 -0.57232  0.24
H7 -1.58997 -1.20223 0.58029  0.46
H8 -2.90461 1.23992 0.01992  0.32
H9 1.83199 0.39153 -1.67371  0.30
H10 -2.78492 -0.00350 -1.24690  0.32

Values from the calculation:
**HOMO level (spin up / spin down)**: -7.2 / -7.2 eV
**E_LUMO (spin up / spin down)**: 0.2 / 0.2 eV
**Molar mass**: 102.1 g mol⁻¹

***

*ii*
C5H10O2 | ωB97M-V/def2-TZVPD

Last column: Mulliken charge in e.
Cartesian coordinates (Å):
O1 -0.33033 -1.03980 0.61932  -0.39
O2 -0.30761 0.92082 -0.59609  -0.38
C1 0.70616 -1.38926 -0.32086  -0.59
C2 -1.05873 -0.23761 -0.25645  0.59
C3 1.03189 0.71054 -0.60824  0.06
C4 -2.45634 0.08243 0.17483  -1.21
C5 1.80727 1.01311 0.64097  -1.12
H1 1.47797 1.03867 -1.54585  0.37
H2 -3.03207 -0.83897 0.23306  0.33
H3 1.62892 2.04370 0.96212  0.34
H4 1.66071 -1.53686 0.18108  0.22
H5 1.50218 0.35576 1.45876  0.30
H6 -2.45121 0.55006 1.16169  0.29
H7 -2.91641 0.76537 -0.53641  0.33
H8 0.50701 -2.35067 -0.80142  0.33
H9 -0.64211 -0.97412 -1.21611  0.20
H10 2.87270 0.88685 0.44962  0.33

Values from the calculation:
**HOMO level**: -8.9 eV
**E_LUMO**: 1.1 eV
**Molar mass**: 102.1 g mol⁻¹

***

*iii*
C5H10O2 | ωB97M-V/def2-TZVPD

Last column: Mulliken charge in e.
Cartesian coordinates (Å):
O1 -0.66817 -1.03951 -1.60517  -0.59
O2 -1.49301 0.34305 0.55575  -0.45
C1 -0.60761 -0.46328 1.33921  -0.55
C2 1.25849 -0.13182 -0.42320  -0.75
C3 -0.90216 1.07589 -0.50650  -0.59
C4 0.02711 0.15457 -1.28672  0.05
C5 0.88997 -0.26878 1.07003  -0.51
H1 -1.73518 1.42353 -1.12703  0.35
H2 1.40888 -1.12621 1.51361  0.32
H3 -0.35603 1.95692 -0.13675  0.33
H4 1.74995 -1.03137 -0.80589  0.35
H5 -0.81549 -0.23255 2.39027  0.35
H6 -0.87808 -1.51532 1.17197  0.30
H7 1.23973 0.61607 1.61264  0.28
H8 -1.41987 -1.08365 -0.99713  0.39
H9 0.33417 0.62349 -2.22956  0.41
H10 1.96730 0.69898 -0.53554  0.31

Values from the calculation:
**HOMO level**: -9.9 eV
**E_LUMO**: 0.9 eV
**Molar mass**: 102.1 g mol⁻¹
**SMILES**: O[C@@H]1CCCOC1

***

Preferred: *iii*; penalty for the next structure: 333.9 kJ/mol.

***

*i*
C5H10O2 | ωB97M-V/def2-TZVPD

Last column: Mulliken charge in e.
Cartesian coordinates (Å):
O1 0.18902 -0.88776 -1.51254  -0.49
O2 1.77558 1.40579 -1.49884  -0.45
C1 -0.23735 -0.80399 -0.21524  -0.08
C2 1.59621 1.58238 -0.16638  0.15
C3 -1.50946 -0.54360 0.00586  -0.11
C4 -2.50169 -1.08494 0.94248  -1.09
C5 2.16171 0.73064 0.67779  -0.90
H1 2.90585 0.01672 0.33325  0.29
H2 1.00288 2.44652 0.14753  0.28
H3 -1.98158 0.06445 -0.71902  0.29
H4 0.33099 -1.19284 0.62113  0.26
H5 2.15855 0.97560 1.72441  0.30
H6 -3.30531 -0.39880 1.24151  0.29
H7 1.18704 2.00390 -1.96400  0.33
H8 -3.01934 -1.90123 0.41750  0.25
H9 1.14736 -0.85477 -1.52450  0.35
H10 -1.93197 -1.51342 1.75557  0.33

Values from the calculation:
**HOMO level**: -8.0 eV
**E_LUMO**: 0.8 eV
**Molar mass**: 102.1 g mol⁻¹
**SMILES**: C/C=C/O.C=CO

***

*ii*
C5H10O2 | ωB97M-V/def2-TZVPD

Last column: Mulliken charge in e.
Cartesian coordinates (Å):
O1 2.08037 0.69452 -0.98163  -0.51
O2 -0.34491 1.93798 -0.14052  -0.45
C1 1.67159 -0.44311 -0.95896  -0.01
C2 -0.49920 -2.00908 1.12766  -0.41
C3 0.73537 -1.42880 1.74895  -0.39
C4 -1.36878 2.01739 -1.10533  -0.59
C5 -0.20805 -0.58062 1.49443  -0.23
H1 1.72350 -1.63068 2.13295  0.38
H2 0.50911 1.79996 -0.58198  0.31
H3 -1.46573 3.03051 -1.52004  0.26
H4 -2.31063 1.76049 -0.61046  0.25
H5 -0.49645 -2.31230 0.07286  0.12
H6 -1.19557 -2.59664 1.73153  0.22
H7 2.34289 -1.29974 -0.76080  0.32
H8 -0.56305 0.43861 1.44071  0.34
H9 0.61269 -0.69307 -1.15105  0.15
H10 -1.22315 1.31459 -1.93832  0.26

Values from the calculation:
**HOMO level**: -9.5 eV
**E_LUMO**: 0.6 eV
**Molar mass**: 102.1 g mol⁻¹
**SMILES**: C1=CC1.C=O.CO

***

*iii*
C5H10O2 | ωB97M-V/def2-TZVPD

Last column: Mulliken charge in e.
Cartesian coordinates (Å):
O1 -1.13342 0.47469 -0.10728  -0.50
O2 1.27283 -0.38644 -2.23745  -0.49
C1 0.94948 -1.86046 -0.40743  -0.01
C2 -0.48931 2.42917 1.20496  -1.12
C3 0.55426 -1.17338 -1.66256  0.08
C4 0.13436 -2.72852 0.19021  -0.71
C5 -0.25944 1.59249 -0.04453  -0.16
H1 0.79163 1.27073 -0.11312  0.24
H2 0.16015 3.31144 1.21326  0.35
H3 -0.27431 1.84672 2.11045  0.33
H4 -0.46850 2.17829 -0.94400  0.30
H5 -1.53078 2.76341 1.25464  0.27
H6 -0.91449 -0.10236 0.63652  0.29
H7 -0.84822 -2.94868 -0.22622  0.26
H8 0.40974 -3.25165 1.10205  0.27
H9 -0.44742 -1.44545 -2.05238  0.28
H10 1.93901 -1.62394 -0.02004  0.32

Values from the calculation:
**HOMO level**: -9.9 eV
**E_LUMO**: 0.3 eV
**Molar mass**: 102.1 g mol⁻¹
**SMILES**: C=CC=O.CCO

***

Preferred: *iii*; penalty for the next structure: 125.5 kJ/mol.